(1)
A molecular structure, C36H38BF4N6S3Sr, computed with ωB97M-V with the def2-TZVPD basis set.

Summary:
* energy above the lowest of the compared OMol25 structures with the same formula, charge and spin: 0.7623 eV
* charge: -1
* spin multiplicity: 1

```
89
C36H38BF4N6S3Sr ωB97M-V with the def2-TZVPD basis set
Sr -0.756 -0.040 0.233
C -2.527 2.709 1.632
N -1.288 1.949 1.835
C -0.087 2.781 1.678
C 0.139 3.266 0.260
C 0.596 4.551 0.017
C 0.844 4.936 -1.291
C 0.616 4.030 -2.311
C 0.158 2.766 -1.978
N -0.069 2.385 -0.726
C -1.296 1.245 3.124
C -2.359 0.156 3.190
C -2.838 -0.247 4.427
C -3.794 -1.244 4.463
C -4.242 -1.794 3.272
C -3.684 -1.347 2.089
N -2.751 -0.397 2.043
C -2.861 2.891 0.174
C -3.048 4.136 -0.406
C -3.356 4.219 -1.755
C -3.486 3.049 -2.478
C -3.284 1.844 -1.818
N -2.971 1.757 -0.531
H -2.492 3.687 2.132
H -3.336 2.131 2.077
H 0.782 2.180 1.968
H -0.108 3.653 2.348
H 0.760 5.233 0.841
H 1.211 5.931 -1.508
H 0.796 4.288 -3.345
H -0.025 2.014 -2.738
H -1.448 1.938 3.963
H -0.322 0.773 3.277
H -2.452 0.202 5.332
H -4.183 -1.596 5.410
H -4.989 -2.575 3.259
H -3.975 -1.764 1.133
H -2.930 5.031 0.193
H -3.487 5.183 -2.229
H -3.726 3.055 -3.532
H -3.345 0.897 -2.333
C -0.783 -1.960 -1.781
C -2.106 -2.295 -1.400
C -2.988 -1.631 -2.281
C -2.210 -0.892 -3.206
C -0.851 -1.073 -2.878
C 0.331 -0.589 -3.672
C -2.740 -0.156 -4.404
C -4.489 -1.670 -2.259
C -2.440 -3.384 -0.414
C 0.453 -2.692 -1.330
H 0.681 -1.337 -4.393
H 1.184 -0.347 -3.032
H 0.094 0.310 -4.251
H -2.850 -0.812 -5.275
H -2.076 0.660 -4.709
H -3.730 0.279 -4.229
H -4.905 -1.864 -3.253
H -4.940 -0.731 -1.908
H -4.857 -2.459 -1.600
H -2.103 -4.360 -0.780
H -3.517 -3.465 -0.250
H -1.972 -3.246 0.566
H 0.597 -3.615 -1.904
H 0.421 -2.977 -0.276
H 1.358 -2.094 -1.471
F 1.038 -3.225 3.225
B 0.031 -2.293 3.136
F 0.050 -1.712 1.789
F 0.222 -1.230 4.039
F -1.227 -2.863 3.321
S 6.351 -2.459 -2.426
C 5.442 -1.555 -1.357
S 3.923 -0.846 -1.766
C 3.720 -0.217 -0.146
N 4.722 -0.511 0.623
N 5.673 -1.248 -0.062
C 6.768 -1.696 0.734
C 6.515 -2.085 2.044
C 7.560 -2.512 2.844
C 8.857 -2.552 2.346
C 9.099 -2.151 1.041
C 8.059 -1.719 0.229
S 2.364 0.747 0.280
H 5.502 -2.040 2.419
H 7.356 -2.820 3.861
H 9.672 -2.891 2.973
H 10.106 -2.171 0.643
H 8.245 -1.412 -0.788
```

(2)
A molecular structure, C36H38IN5O5STi, computed with ωB97M-V with the def2-TZVPD basis set.

Summary:
* energy above the lowest of the compared OMol25 structures with the same formula, charge and spin: 4.0956 eV
* spin multiplicity: 1

```
87
C36H38IN5O5STi ωB97M-V with the def2-TZVPD basis set
Ti 1.633 1.393 0.804
C -4.495 -0.870 -0.340
C -3.101 -1.448 -0.284
C -3.066 -2.927 -0.646
O -2.254 -0.688 -1.127
C -0.949 -0.846 -0.613
C -1.182 -0.974 0.955
O -2.576 -1.241 1.021
C -0.819 0.017 2.150
O 0.194 0.925 1.836
C -0.353 -0.883 3.303
C -1.130 -1.975 3.696
C -0.720 -2.801 4.729
C 0.478 -2.552 5.389
C 1.250 -1.467 5.011
C 0.834 -0.635 3.976
C -2.025 0.868 2.571
C -2.702 1.602 1.598
C -3.728 2.463 1.939
C -4.103 2.607 3.271
C -3.442 1.879 4.244
C -2.407 1.015 3.895
C 0.045 0.059 -1.394
O 1.203 0.193 -0.614
C 0.470 -0.695 -2.671
C 1.685 -0.354 -3.261
C 2.110 -0.968 -4.430
C 1.323 -1.941 -5.032
C 0.111 -2.288 -4.454
C -0.313 -1.668 -3.286
C -0.545 1.419 -1.807
C -0.626 2.476 -0.902
C -1.094 3.726 -1.280
C -1.517 3.946 -2.580
C -1.470 2.900 -3.488
C -0.986 1.656 -3.107
H -4.928 -1.028 -1.328
H -4.454 0.196 -0.128
H -5.121 -1.358 0.406
H -3.425 -3.070 -1.666
H -3.711 -3.482 0.035
H -2.058 -3.337 -0.567
H -0.593 -1.856 -0.856
H -0.656 -1.901 1.204
H -2.070 -2.168 3.192
H -1.338 -3.641 5.021
H 0.801 -3.199 6.195
H 2.181 -1.257 5.522
H 1.437 0.216 3.695
H -2.438 1.482 0.556
H -4.241 3.022 1.165
H -4.907 3.280 3.543
H -3.724 1.981 5.284
H -1.899 0.463 4.675
H 2.299 0.403 -2.792
H 3.059 -0.687 -4.868
H 1.650 -2.420 -5.947
H -0.515 -3.039 -4.919
H -1.279 -1.926 -2.870
H -0.399 2.343 0.148
H -1.123 4.525 -0.550
H -1.872 4.922 -2.883
H -1.799 3.051 -4.508
H -0.949 0.866 -3.843
C 2.767 -3.658 -2.046
C 3.462 -2.525 -1.393
N 4.488 -1.879 -1.860
N 4.716 -0.899 -0.940
C 3.857 -0.909 0.069
S 3.755 0.141 1.403
N 3.075 -1.981 -0.190
N 1.971 -2.385 0.552
H 2.391 -3.330 -3.015
H 1.934 -3.980 -1.427
H 3.453 -4.490 -2.197
H 5.438 -0.214 -1.090
H 1.307 -1.613 0.484
H 2.252 -2.478 1.524
N 4.276 4.404 0.880
C 3.352 3.597 0.302
O 2.411 3.155 1.086
C 3.418 3.258 -1.045
I 2.296 5.576 -2.027
H 4.002 4.788 1.771
H 4.756 5.043 0.267
H 2.655 2.618 -1.472
H 4.305 3.457 -1.626
```

(3)
A molecular structure, C36H38N4O2PPdS2, computed with ωB97M-V with the def2-TZVPD basis set.

Summary:
* energy above the lowest of the compared OMol25 structures with the same formula, charge and spin: 0.0561 eV
* charge: +1
* spin multiplicity: 1

```
84
C36H38N4O2PPdS2 ωB97M-V with the def2-TZVPD basis set
Pd -0.474 0.193 -2.131
C 5.402 4.279 -2.483
C 4.387 3.175 -2.313
C 4.746 1.883 -2.046
C 3.799 0.866 -1.786
C 4.335 -0.405 -1.455
N 3.868 -1.280 -0.626
C 2.931 -1.026 0.504
C 1.542 -1.610 0.411
C 1.270 -3.082 0.573
N 1.464 -3.967 -0.608
C 0.524 -4.507 -1.307
C -0.823 -4.071 -1.426
C -1.810 -5.082 -1.451
C -3.147 -4.801 -1.507
C -4.203 -5.874 -1.402
C -3.492 -3.451 -1.665
C -2.573 -2.429 -1.773
C -3.091 -1.122 -2.136
N -2.473 -0.038 -2.378
C -3.321 1.081 -2.829
C -2.846 2.426 -2.335
C -1.603 2.897 -3.051
N -0.390 2.168 -2.635
C 0.673 2.862 -2.592
C 2.037 2.455 -2.292
C 3.009 3.424 -2.418
C 2.393 1.112 -1.967
O 1.562 0.160 -1.932
C -1.181 -2.693 -1.632
O -0.286 -1.809 -1.808
H 6.386 3.876 -2.719
H 5.495 4.871 -1.571
H 5.115 4.958 -3.287
H 5.803 1.634 -1.978
H 5.282 -0.682 -1.916
H 4.408 -2.132 -0.566
H 2.822 0.055 0.576
H 3.462 -1.364 1.396
H 1.104 -1.291 -0.510
H 0.970 -1.143 1.198
H 0.217 -3.161 0.847
H 1.858 -3.539 1.373
H 2.369 -4.405 -0.702
H 0.809 -5.426 -1.819
H -1.493 -6.118 -1.362
H -3.783 -6.860 -1.600
H -5.013 -5.704 -2.111
H -4.640 -5.894 -0.402
H -4.545 -3.194 -1.752
H -4.174 -1.095 -2.249
H -4.339 0.906 -2.485
H -3.332 1.070 -3.921
H -2.665 2.386 -1.257
H -3.639 3.152 -2.519
H -1.453 3.959 -2.863
H -1.720 2.761 -4.129
H 0.573 3.917 -2.845
H 2.684 4.435 -2.653
S -1.675 -1.559 2.296
P -1.145 0.351 2.259
S -0.913 1.204 0.446
C -2.315 1.339 3.242
C -3.145 2.285 2.657
C -4.063 2.983 3.434
C -4.151 2.740 4.797
C -3.319 1.794 5.389
C -2.407 1.095 4.614
C 0.421 0.585 3.193
C 1.100 1.803 3.124
C 2.310 1.969 3.786
C 2.854 0.920 4.523
C 2.177 -0.288 4.607
C 0.961 -0.453 3.944
H -3.059 2.475 1.594
H -4.708 3.724 2.975
H -4.865 3.286 5.401
H -3.386 1.602 6.453
H -1.768 0.348 5.072
H 0.680 2.612 2.537
H 2.830 2.918 3.731
H 3.796 1.053 5.043
H 2.586 -1.100 5.199
H 0.416 -1.390 4.005
```